1.
This record from OMol25 describes 2 unconnected molecules or ions with the total composition C7H11N2 at a distorted geometry. The level of theory is wB97M-V/def2-TZVPD.

Output
- charge = +1
- energy relative to the best compared isomer or geometry (same formula, charge and spin) (kJ/mol) = 462.8
- frontier orbital gap (eV) = 8.851
- spin multiplicity = 1

Last column: Löwdin charge in e.
CARTESIAN COORDINATES (ANGSTROEM)
C (1.32792, -2.00839, -0.88702)  -0.039
C (0.73674, 2.67328, -0.10677)  0.038
C (-0.37575, 2.14129, 0.34347)  -0.261
C (-1.44035, -1.54166, -0.08662)  -0.012
C (-0.69425, -1.00626, -1.29432)  -0.180
C (-0.19711, -0.70110, 0.10018)  -0.208
C (-0.32372, 1.08345, 1.25641)  0.020
N (1.03438, -1.40447, 0.24708)  0.130
N (0.40903, -1.75037, -1.80730)  0.113
H (2.21502, -2.59655, -1.13628)  0.174
H (0.80193, 3.51106, -0.76464)  0.059
H (1.77010, 2.39995, 0.20796)  0.087
H (-1.27236, 2.54296, 0.01626)  0.092
H (-2.45970, -1.20494, 0.07362)  0.116
H (-1.16621, -2.59449, 0.30027)  0.153
H (-1.06689, -0.18741, -1.91388)  0.161
H (0.61497, 0.88248, 1.75027)  0.076
H (-1.16409, 1.25978, 1.92625)  0.104
H (1.62057, -1.05689, 0.99496)  0.171
H (0.46240, -2.05768, -2.81076)  0.205

Atoms 1-2, force components in eV/Å:
C 0.28 0.27 -0.96
C 2.33 0.81 -0.21

***

2.
This record from OMol25 describes 2 unconnected molecules or ions with the total composition C7H11N2O2 at a distorted geometry. The level of theory is wB97M-V/def2-TZVPD.

Output
- charge = +1
- energy relative to the best compared isomer or geometry (same formula, charge and spin) (kJ/mol) = 420.9
- frontier orbital gap (alpha / beta) (eV) = 8.380 / 7.466
- spin multiplicity = 1

Last column: Löwdin charge in e.
CARTESIAN COORDINATES (ANGSTROEM)
C (0.79248, 1.04433, -1.38996)  -0.006
C (1.86572, 0.33521, -0.98211)  0.011
C (0.48700, 0.52081, 0.67593)  -0.019
C (-1.21616, -2.39142, -1.10898)  -0.115
C (2.43654, -0.83026, 1.20065)  0.031
C (-3.15266, 2.11677, 1.04421)  0.047
C (-1.25188, 1.89397, -0.33580)  -0.104
N (-0.09089, 1.21129, -0.36998)  -0.013
N (1.60565, -0.03694, 0.31835)  -0.109
O (-0.32755, -1.78172, -0.63448)  0.015
O (-1.89425, 1.87374, 0.82066)  -0.019
H (0.53453, 1.69723, -2.16634)  0.132
H (2.49635, -0.26968, -1.55979)  0.133
H (0.02072, 0.32324, 1.58691)  0.153
H (-1.24068, -3.33513, -1.61157)  0.073
H (2.29617, -1.80422, 0.68459)  0.113
H (3.52223, -0.70162, 1.28818)  0.115
H (1.90990, -0.93330, 2.16052)  0.112
H (-3.82647, 2.06942, 0.23795)  0.075
H (-3.54427, 2.05682, 2.04171)  0.088
H (-2.35896, -2.01761, -1.11253)  0.121
H (-1.70153, 1.90080, -1.34638)  0.167

Atoms 1-2, force components in eV/Å:
C -0.53 1.37 -0.28
C -1.02 -0.86 0.25

***

3.
This record from OMol25 describes 3 unconnected molecules or ions with the total composition C7H11N2O2 at a distorted geometry. The level of theory is wB97M-V/def2-TZVPD.

Output
- charge = +1
- energy relative to the best compared isomer or geometry (same formula, charge and spin) (kJ/mol) = 0.0
- frontier orbital gap (alpha / beta) (eV) = 8.753 / 8.754
- spin multiplicity = 1

Last column: Löwdin charge in e.
CARTESIAN COORDINATES (ANGSTROEM)
C (0.27702, 0.22218, -1.30773)  -0.014
C (2.24695, -2.01887, -1.42081)  0.104
C (2.40572, -0.86763, -0.77855)  -0.118
C (-0.82581, -2.78228, 1.56510)  -0.418
C (0.20435, 1.88276, 0.02046)  -0.002
C (1.49375, 1.19304, 0.28293)  -0.049
C (-3.30778, 1.43772, 0.77679)  -0.052
N (-0.45763, 1.28338, -0.90904)  0.149
N (1.41735, 0.10725, -0.66663)  -0.036
O (-1.31955, -3.55476, 2.23621)  0.268
O (-0.30281, -2.01235, 0.88709)  0.183
H (-0.06769, -0.43396, -2.08749)  0.164
H (3.05203, -2.73018, -1.46593)  0.084
H (1.32804, -2.30024, -1.90331)  0.075
H (3.32320, -0.61092, -0.26830)  0.133
H (-2.96164, 0.80027, -0.02616)  -0.005
H (-0.16013, 2.76749, 0.51270)  0.142
H (2.36212, 1.83934, 0.11043)  0.171
H (1.57304, 0.82191, 1.31191)  0.172
H (-4.37039, 1.29621, 0.91696)  0.022
H (-2.79122, 1.18802, 1.69523)  0.013
H (-3.11891, 2.47161, 0.51812)  0.016

Atoms 1-2, force components in eV/Å:
C 0.87 -0.26 0.31
C 0.03 0.44 0.26

***

4.
This record from OMol25 describes a gas-phase ion, C7H11N2OS2 (charge +1) at a distorted geometry. The level of theory is wB97M-V/def2-TZVPD.

Output
- charge = +1
- energy relative to the best compared isomer or geometry (same formula, charge and spin) (kJ/mol) = 0.0
- frontier orbital gap (eV) = 9.758
- spin multiplicity = 1

Last column: Löwdin charge in e.
CARTESIAN COORDINATES (ANGSTROEM)
C (2.64644, 1.72112, -1.04102)  -0.310
S (2.73092, -0.04750, -0.49465)  0.954
C (1.26694, -0.33555, 0.41698)  -0.576
N (1.39451, -0.07335, 1.90975)  0.234
C (0.41729, -1.66835, 0.21190)  -0.459
O (0.59297, -2.73459, 0.73563)  0.146
N (-0.53181, -1.09998, -0.49885)  -0.008
C (-1.83589, -1.63906, -0.75238)  -0.010
C (-2.85127, -0.88570, -0.54589)  -0.112
C (-2.82809, 0.51919, -0.18901)  -0.337
S (-1.24834, 1.28384, 0.56926)  0.958
C (-0.11152, 0.25122, -0.31385)  -0.534
H (2.54041, 1.95401, -2.12939)  0.076
H (3.56824, 2.04681, -0.58635)  0.024
H (1.78954, 2.11900, -0.50633)  0.026
H (1.42424, -0.92656, 2.42650)  0.154
H (0.60514, 0.43578, 2.13061)  0.070
H (2.34343, 0.39301, 2.11165)  0.203
H (-1.72578, -2.62943, -1.04242)  0.128
H (-3.76685, -1.33401, -0.83884)  0.126
H (-3.09427, 1.27796, -0.93404)  0.098
H (-3.50168, 0.60951, 0.58442)  0.051
H (0.17543, 0.76262, -1.22367)  0.095

Atoms 1-2, force components in eV/Å:
C -0.48 -0.54 0.32
S 0.61 -0.47 -0.87